Entry 1:
Below is 5 unconnected molecules or ions with the total composition C24H60BF4N4O8, with properties calculated with ωB97M-V with the def2-TZVPD basis set.

Geometry as XYZ:
```
101
Properties=species:S:1:pos:R:3:mulliken_charge:R:1
B 2.44651 -0.03547 -0.32180 0.183
F 1.50991 1.05960 -0.37086 -0.350
F 3.04698 0.05585 0.92036 -0.258
F 1.73652 -1.27430 -0.41743 -0.483
F 3.31091 0.04764 -1.38916 -0.456
C -0.99619 -1.48940 1.30449 -0.465
O -1.36202 -2.10837 2.31997 -0.364
C -0.48541 -1.79440 3.35856 -0.108
C -0.94069 -2.63627 4.53031 -0.991
N 0.12729 -2.61310 5.62476 -0.359
C -0.46385 -3.22178 6.80398 -0.614
C 0.63403 -3.32266 7.88368 -0.641
O -0.11400 -3.78120 9.05812 -0.304
C 0.68131 -4.14517 10.16614 -0.756
H 0.10955 -2.02600 1.06773 0.202
H -0.87791 -0.57787 1.36945 0.133
H -1.65284 -1.65803 0.44808 0.148
H -0.54708 -0.65157 3.56851 0.155
H 0.60898 -2.04679 3.16677 0.317
H -1.02294 -3.65543 4.21057 0.371
H -1.92393 -2.44150 4.57284 0.491
H 0.25588 -1.68447 5.72728 0.265
H -0.91819 -4.18411 6.76021 0.399
H -1.32373 -2.58735 6.97310 0.408
H 0.95269 -2.39347 7.88288 0.385
H 1.43177 -3.95516 7.61465 0.408
H 0.03787 -4.33080 10.93778 0.317
H 1.39711 -3.38356 10.52240 0.286
H 1.16499 -5.22182 10.08038 0.247
C 3.57334 -2.23170 -5.98887 -0.964
O 4.54158 -2.49957 -5.20360 -0.326
C 4.65491 -1.56994 -4.15500 -0.261
C 5.44113 -2.28940 -3.06673 -1.020
N 5.83524 -1.32612 -1.98552 -0.605
C 6.14291 -2.08911 -0.74446 -0.716
C 6.32042 -0.99637 0.29731 -0.819
O 6.33409 -1.55118 1.65113 -0.460
C 5.07409 -1.70402 2.16880 -0.522
H 3.97568 -1.41920 -6.59659 0.318
H 2.68703 -1.95342 -5.68840 0.441
H 3.32990 -3.30302 -6.21945 0.308
H 3.58572 -1.28492 -3.73805 -0.235
H 4.95892 -0.61968 -4.18790 0.727
H 6.43905 -2.66059 -3.48455 0.349
H 5.11512 -3.10718 -2.73567 0.666
H 5.03496 -0.98863 -1.73139 0.579
H 7.11455 -2.67063 -0.78311 0.243
H 5.23593 -2.43661 -0.66317 0.588
H 5.74955 -0.19237 0.28832 0.578
H 7.34044 -0.72474 0.15396 0.346
H 4.73725 -0.78015 2.46157 0.263
H 5.18841 -2.28210 3.04736 0.358
H 4.30899 -2.18215 1.38166 0.118
C -6.45778 -1.76627 0.05290 -0.771
O -5.68232 -1.13640 -0.66339 -0.278
C -4.20534 -1.51216 -0.68794 -0.511
C -3.62496 -0.51481 -1.63482 -0.927
N -2.20981 -0.84431 -1.91614 -0.199
C -1.58961 0.12438 -2.74563 -1.810
C -0.10642 -0.27077 -2.97323 0.421
O 0.54322 0.58472 -3.76851 -0.359
C 1.99171 0.44823 -3.84028 -0.356
H -6.29915 -1.49300 1.12898 0.261
H -6.33945 -2.88913 0.08553 0.278
H -7.52362 -1.63532 -0.24204 0.242
H -4.18535 -2.50274 -1.15214 0.240
H -3.99001 -1.52080 0.25819 0.684
H -3.43328 0.38295 -1.27896 0.423
H -4.26985 -0.34066 -2.53647 0.308
H -2.35627 -1.69897 -2.64435 0.341
H -1.63322 1.11636 -2.61422 0.932
H -1.99369 -0.10588 -3.57180 0.689
H -0.05689 -1.27007 -3.41065 0.147
H 0.45701 -0.33336 -2.18573 -0.200
H 2.37429 0.78081 -2.69395 0.265
H 2.26067 1.25986 -4.59696 0.293
H 2.53176 -0.50791 -3.94047 0.073
C -6.26888 7.75244 -2.86781 -0.789
O -5.15887 7.41535 -3.18517 -0.172
C -4.69199 6.36390 -2.45688 -0.367
C -3.27098 5.90024 -3.24159 -0.731
N -2.62781 4.77166 -2.68450 -0.147
C -2.10023 5.13067 -1.40524 -1.185
C -1.47593 3.72009 -1.01021 -0.182
O -1.15265 3.68858 0.39489 -0.442
C -0.53503 2.44860 0.77015 -0.441
H -6.29617 8.07087 -1.67027 0.254
H -7.10482 7.00226 -3.23632 0.275
H -6.36939 8.72128 -3.22351 0.312
H -5.52152 5.53936 -2.39969 0.247
H -4.44994 6.87135 -1.31646 0.258
H -2.56327 6.79121 -3.32555 0.290
H -3.42763 5.67361 -4.38579 0.289
H -2.06787 4.65892 -3.46039 0.223
H -2.74649 5.25039 -0.57728 0.406
H -1.49645 5.78412 -1.45516 0.892
H -0.72501 3.56880 -1.84758 0.205
H -2.08106 2.92652 -1.30409 0.163
H -1.35538 1.73701 0.71786 0.208
H -0.50453 2.67274 1.79105 0.450
H 0.24756 2.10505 0.10024 0.280
```

Energy relative to the best compared isomer or geometry (same formula, charge and spin): 13.384 eV
Net charge: -1
Orbital gap: 8.73 eV
HOMO: -6.35 eV

---

Entry 2:
Below is a molecular structure, C24H60BaN2O15P3, with properties calculated with ωB97M-V with the def2-TZVPD basis set.

Geometry as XYZ:
```
105
Properties=species:S:1:pos:R:3:mulliken_charge:R:1
Ba 1.19774 -1.11733 1.19560 0.731
O -0.68995 0.49977 0.39183 -0.717
H -1.51827 0.10614 0.05496 -0.446
C 2.09099 1.16363 -1.26467 1.140
O 2.71694 0.59746 -0.33731 -1.052
N 2.68063 1.77657 -2.29438 0.586
C 1.89922 2.31329 -3.43392 -0.895
C 4.11684 1.62911 -2.52984 -1.198
H 1.00849 1.33444 -1.37053 -0.672
H 2.16265 1.74392 -4.32528 0.299
H 2.16769 3.32319 -3.74392 0.348
H 0.83742 2.30280 -3.18780 0.187
H 4.44652 2.59866 -2.90320 0.382
H 4.69430 1.46772 -1.61957 0.331
H 4.33631 0.83343 -3.24176 0.255
C -1.84545 3.07571 -1.26647 0.888
O -1.17678 4.03661 -1.61693 -0.785
N -3.11607 2.83845 -1.63306 0.133
C -3.82670 1.66453 -1.24096 -0.710
C -3.94546 3.92568 -2.19739 -1.054
H -1.43481 2.22487 -0.70110 -0.181
H -4.70127 1.56973 -1.88458 0.346
H -4.13367 1.92379 -0.22772 0.378
H -3.31769 0.70098 -1.21703 -0.062
H -4.60923 4.37854 -1.46091 0.345
H -3.37259 4.74520 -2.63135 0.317
H -4.55297 3.51856 -3.00565 0.339
C -3.47300 0.35115 3.96462 -1.391
C -3.16202 -0.43213 2.60429 0.635
O -3.45086 -1.81487 2.81640 -0.282
P -2.36126 -2.97061 2.41027 0.408
O -0.99436 -2.39712 2.10339 0.155
O -2.47877 -4.14069 3.55026 -0.264
C -1.62866 -4.07051 4.67117 -0.273
C -2.26293 -3.27142 5.85484 -0.971
O -3.09690 -3.54568 1.08137 -0.212
C -2.53908 -4.60231 0.36301 -0.278
C -3.37431 -4.84575 -0.96031 -1.199
H -4.48383 0.17092 4.33045 0.390
H -2.82410 0.06704 4.79305 0.317
H -3.40535 1.43009 3.82525 0.350
H -3.76588 -0.04701 1.78263 0.143
H -2.12111 -0.31256 2.30373 -0.148
H -1.43100 -5.07484 5.04582 0.418
H -0.68465 -3.56886 4.45830 0.217
H -1.89191 -3.69918 6.78621 0.414
H -2.07440 -2.19944 5.79642 0.159
H -3.33592 -3.45920 5.81574 0.269
H -1.53877 -4.36824 -0.00127 0.278
H -2.51386 -5.53669 0.92372 0.354
H -2.98412 -5.76213 -1.40313 0.359
H -4.38167 -4.84587 -0.54401 0.413
H -3.37446 -4.01622 -1.66741 0.184
C 0.94830 -6.08059 -4.30794 -1.102
C 0.31061 -4.67640 -4.38824 -0.275
O 0.64294 -4.19406 -3.10570 -0.092
P 1.13983 -2.69006 -2.76476 0.820
O 1.19772 -2.31789 -1.31633 -0.162
O 2.59723 -2.49979 -3.53768 -0.440
C 3.80896 -2.83932 -2.90992 -0.312
C 4.03349 -4.37853 -2.73669 -1.192
O 0.16377 -1.74021 -3.69938 -0.509
C -0.73230 -0.81268 -3.10532 0.737
C -1.98727 -1.57899 -2.68172 -0.606
H 1.91538 -6.09623 -3.80536 0.211
H 0.28832 -6.67057 -3.67197 0.309
H 1.05222 -6.44029 -5.33162 0.371
H 0.79422 -4.13718 -5.20278 0.367
H -0.77484 -4.72590 -4.47453 0.266
H 4.63408 -2.51876 -3.54595 0.446
H 3.98316 -2.38947 -1.93248 0.176
H 4.25460 -4.76184 -3.73283 0.294
H 4.98122 -4.42478 -2.20023 0.453
H 3.30409 -4.95640 -2.16912 0.268
H -0.37305 -0.11843 -2.34567 -0.576
H -1.05534 -0.06748 -3.83225 0.361
H -2.91919 -1.10027 -2.98249 0.405
H -1.89048 -2.62505 -2.97241 0.057
H -1.99487 -1.52223 -1.59323 -0.012
C 2.96794 5.09864 -0.83893 -1.095
C 2.37792 4.73275 0.55050 0.295
O 2.66765 3.39535 0.94323 -0.131
P 2.23441 2.84315 2.43172 1.113
O 2.12077 1.40190 2.72148 -0.623
O 0.88350 3.65693 2.70123 -0.345
C -0.30832 3.21584 2.06933 0.664
C -1.27934 4.36251 1.99491 -1.673
O 3.23000 3.64120 3.41017 -0.353
C 3.28418 3.32623 4.79661 -0.133
C 4.13450 4.26181 5.60670 -1.264
H 2.48318 4.49217 -1.60398 0.005
H 2.70278 6.10602 -1.15987 0.435
H 4.04323 4.94356 -0.92729 0.370
H 2.75985 5.49029 1.23488 0.312
H 1.30038 4.85507 0.44070 -0.078
H 0.00880 2.85574 1.09062 -0.213
H -0.80924 2.47485 2.69231 0.179
H -0.96311 5.17572 1.34163 0.324
H -2.19797 4.03053 1.51117 0.339
H -1.39653 4.74050 3.01053 0.418
H 2.26295 3.29407 5.17628 0.277
H 3.67352 2.31268 4.70047 0.253
H 3.61938 5.17290 5.91111 0.314
H 4.39201 3.70086 6.50510 0.357
H 5.00310 4.56878 5.02413 0.314
```

<S²>: 0.75
2S+1: 2
Orbital gap (alpha / beta): 2.61 / 8.99 eV
HOMO (alpha / beta): -2.10 / -8.48 eV

---

Entry 3:
Below is a molecular structure, C24H60CdK2N4O4S, with properties calculated with ωB97M-V with the def2-TZVPD basis set.

Geometry as XYZ:
```
96
Properties=species:S:1:pos:R:3:mulliken_charge:R:1
K 3.03736 -0.26797 4.20223 0.966
K 3.30297 -2.11710 0.39533 0.981
Cd 1.22504 3.32959 0.32186 0.572
S 2.24159 0.96120 0.54290 0.897
O 0.92528 1.43745 0.10389 -0.210
O 2.18968 0.00977 1.66317 -0.284
O 2.93525 0.39940 -0.57512 -0.790
O 2.72554 2.25265 0.90449 -0.938
C -5.54734 0.74838 -4.21390 -1.443
C -4.57970 0.43787 -3.06985 -0.361
N -3.15887 0.69802 -3.32324 0.233
C -2.59200 -0.07083 -4.40215 -0.620
C -2.41925 -1.56307 -4.16219 -0.781
C -2.27330 0.69781 -2.11220 -0.185
C -2.52794 1.87034 -1.11898 -1.000
H -5.27989 1.70830 -4.65565 0.330
H -6.56664 0.77508 -3.82865 0.444
H -5.58742 0.00434 -5.00944 0.304
H -4.93656 0.99066 -2.20083 0.319
H -4.57104 -0.61675 -2.79452 0.385
H -3.20669 0.10437 -5.28507 0.463
H -1.62093 0.34022 -4.67812 0.189
H -1.88444 -1.71959 -3.22540 -0.037
H -3.40266 -2.02555 -4.07784 0.335
H -1.96148 -2.07672 -5.00759 0.411
H -1.24623 0.87217 -2.43287 0.074
H -2.26299 -0.27079 -1.61239 0.164
H -3.49939 1.85564 -0.62484 0.539
H -2.40451 2.79631 -1.68062 0.229
H -1.79674 1.73619 -0.32183 -0.043
C 1.76604 3.02217 -4.03455 -1.418
C 1.30992 2.87110 -2.54579 -0.174
N 1.72375 3.97394 -1.66772 1.137
C 1.24673 5.31785 -2.06288 -0.540
C -0.24247 5.47100 -2.40122 -1.316
C 3.24517 3.95347 -1.63860 -0.441
C 3.87516 4.83210 -0.57411 -1.437
H 1.33716 3.88122 -4.55049 0.325
H 1.45642 2.10875 -4.54239 0.460
H 2.85125 3.09058 -4.11027 0.356
H 0.22775 2.74066 -2.54437 0.188
H 1.68745 1.93357 -2.13761 0.094
H 1.48060 6.06189 -1.30143 0.256
H 1.75222 5.60128 -2.98606 0.325
H -0.81488 5.12600 -1.54017 0.265
H -0.44331 6.52678 -2.58313 0.447
H -0.55372 4.84733 -3.23923 0.270
H 3.62344 4.21238 -2.62752 0.569
H 3.61357 2.94570 -1.44682 0.409
H 3.85458 4.32113 0.38849 0.299
H 3.40459 5.81117 -0.48431 0.323
H 4.93001 4.89267 -0.84191 0.407
C -0.60801 1.00375 3.78828 -1.074
C -0.28824 0.50802 5.19669 -0.744
N 0.37872 -0.81491 5.32544 0.361
C 0.55473 -0.99778 6.74408 -0.621
C 1.47236 -2.16923 7.00209 -1.091
C -0.26530 -1.99796 4.63686 -0.094
C -1.76927 -2.16543 5.03291 -1.322
H -1.12669 1.95017 3.94107 0.471
H -1.21072 0.37653 3.13144 0.298
H 0.26307 1.20900 3.16603 0.014
H 0.32059 1.26652 5.68872 0.499
H -1.19029 0.55237 5.80696 0.393
H 1.01294 -0.12198 7.20356 0.479
H -0.37714 -1.10862 7.29854 0.343
H 2.36727 -2.17207 6.37980 0.133
H 1.88352 -2.10694 8.00965 0.406
H 0.89175 -3.08088 6.86112 0.317
H 0.24911 -2.94027 4.82532 0.443
H -0.18104 -1.80134 3.56806 -0.380
H -2.27408 -2.84583 4.34711 0.463
H -2.37382 -1.26078 4.96806 0.284
H -1.84317 -2.49440 6.06945 0.310
C 1.65220 -5.64124 -1.81134 -1.291
C 0.64704 -4.52297 -1.60425 -0.476
N 0.92574 -3.81489 -0.33296 0.616
C 0.60952 -4.70112 0.79946 -0.702
C 1.18934 -4.25254 2.21837 -0.544
C 0.16920 -2.57124 -0.26630 -0.269
C 0.43309 -1.62826 -1.37293 -0.069
H 1.77971 -5.95502 -2.84738 0.414
H 1.36226 -6.51928 -1.23421 0.336
H 2.64313 -5.33022 -1.48054 0.249
H 0.72595 -3.91228 -2.50366 0.348
H -0.37685 -4.88888 -1.52775 0.367
H -0.45228 -4.94634 0.82276 0.465
H 1.05570 -5.69223 0.71732 0.303
H 2.27803 -4.19964 2.21090 0.183
H 0.85226 -3.26312 2.52741 -0.195
H 0.89483 -4.92854 3.02113 0.456
H 0.45343 -2.02895 0.63551 -0.182
H -0.90862 -2.72787 -0.22303 0.132
H 1.50365 -1.52583 -1.55050 0.221
H 0.11155 -0.61472 -1.13321 -0.329
H -0.02328 -1.96292 -2.30450 0.133
```

Net charge: +2
Orbital gap: 5.12 eV
HOMO: -11.65 eV

---

no.,DFT total energy (hartree),F_max (eV Å⁻¹)
1,-2195.11129,13.5
2,-3238.38691,3.7
3,-3235.71819,8.0